Here is C3H2N2O2 in the gas phase from OMol25. Energies are from the ωB97M-V functional and the def2-TZVPD basis.

Structure (XYZ):
```
9
Properties=species:S:1:pos:R:3:forces:R:3
N 0.7455 0.9630 0.6738 -0.21 -0.44 -0.08
C 0.3016 -0.1343 0.0465 -0.13 0.37 0.11
O -0.6987 0.2299 -0.7815 0.23 -0.07 0.10
C -1.2807 -0.8832 -1.3852 -0.05 -0.71 -0.32
O -0.8049 -1.9672 -1.4533 -0.26 0.64 -0.04
C 2.0172 -0.2201 2.3521 -0.13 1.24 -0.36
N 1.5594 0.6758 1.7139 0.56 -0.91 0.71
H 0.4175 1.9265 0.6099 0.03 -0.24 -0.04
H -2.2569 -0.5904 -1.7762 -0.05 0.12 -0.08
```
Positions in Å, forces in eV/Å.

As for the energy: -10213.65766 eV. The molar mass comes out at 98.06 g/mol. The HOMO energy comes out at -9.94 eV. For the lowest unoccupied orbital energy, the calculation gives 0.0122 Ha. Its energy above the lowest of the compared OMol25 structures with the same formula, charge and spin is 4.531 eV. As for the multiplicity: 1.